[1]
DFT (ωB97M-V/def2-TZVPD) results for a cluster of 5 separate species, C41H62BrN5O6 in total.

```
! wB97M-V def2-TZVPD RIJCOSX def2/J DEFGRID3
* xyz 0 1
C -3.02 -1.11 0.31
C -2.20 -2.28 -0.18
C -2.35 -3.56 0.35
C -1.60 -4.61 -0.15
C -0.67 -4.45 -1.18
C 0.04 -5.70 -1.67
C 1.33 -6.04 -0.89
C 0.27 -5.77 -3.19
C -0.50 -3.16 -1.67
O 0.41 -2.85 -2.67
C 1.77 -2.77 -2.27
C 1.97 -2.06 -0.96
C 1.57 -0.81 -0.72
O 0.94 -0.06 -1.64
C 1.76 0.96 -2.24
C 0.84 2.11 -2.72
N -0.43 2.18 -2.00
C -0.85 3.50 -1.53
C -0.56 3.75 -0.05
C 0.92 3.97 0.26
O -1.10 2.67 0.68
C 1.78 -0.19 0.63
O 1.69 1.00 0.79
C 2.09 -1.09 1.79
C 1.91 -0.51 3.16
C 0.63 -1.00 3.87
C -0.40 0.13 4.09
O 1.06 -1.54 5.12
C 2.50 -2.33 1.53
Br 2.93 -3.59 2.84
C 2.70 -2.78 0.11
O 3.47 -3.68 -0.15
C -1.27 -2.11 -1.19
H -2.57 -0.66 1.20
H -3.05 -0.35 -0.46
H -4.04 -1.42 0.52
H -3.07 -3.72 1.15
H -1.75 -5.60 0.27
H -0.66 -6.52 -1.47
H 1.35 -7.11 -0.70
H 2.21 -5.78 -1.48
H 1.36 -5.53 0.07
H 1.05 -5.08 -3.52
H 0.60 -6.78 -3.43
H -0.65 -5.58 -3.73
H 2.24 -3.76 -2.22
H 2.29 -2.21 -3.06
H 2.48 1.34 -1.52
H 2.29 0.50 -3.07
H 0.64 1.93 -3.79
H 1.38 3.04 -2.60
H -1.15 1.80 -2.59
H -1.93 3.57 -1.65
H -0.39 4.31 -2.12
H -1.11 4.67 0.21
H 1.20 5.02 0.18
H 1.56 3.36 -0.39
H 1.12 3.66 1.28
H -0.84 2.80 1.60
H 1.93 0.57 3.12
H 2.75 -0.81 3.78
H 0.17 -1.78 3.26
H -0.14 1.03 3.54
H -1.39 -0.17 3.74
H -0.45 0.37 5.15
H 0.28 -1.82 5.61
H -1.13 -1.12 -1.61
C -2.10 -9.89 -4.29
C -2.09 -10.91 -3.17
C -1.92 -10.28 -1.79
C -0.61 -9.64 -1.64
N 0.41 -9.13 -1.53
H -1.14 -9.36 -4.35
H -2.27 -10.37 -5.25
H -2.88 -9.14 -4.14
H -1.30 -11.64 -3.34
H -3.04 -11.46 -3.17
H -2.02 -11.03 -1.00
H -2.69 -9.53 -1.62
C 8.07 -1.14 0.31
C 7.10 -0.48 1.29
C 5.65 -0.92 1.08
C 5.13 -0.49 -0.22
N 4.72 -0.16 -1.24
H 7.85 -0.85 -0.72
H 9.10 -0.84 0.53
H 8.01 -2.23 0.38
H 7.18 0.61 1.20
H 7.39 -0.73 2.31
H 5.01 -0.50 1.86
H 5.57 -2.01 1.14
C -2.63 7.51 2.50
C -2.29 7.30 3.97
C -0.83 6.87 4.18
C -0.56 5.56 3.60
N -0.35 4.53 3.13
H -2.54 6.58 1.94
H -3.65 7.87 2.40
H -1.97 8.25 2.04
H -2.96 6.56 4.40
H -2.45 8.23 4.52
H -0.60 6.83 5.24
H -0.15 7.60 3.73
C -4.69 8.79 -1.38
C -5.40 10.13 -1.25
C -4.68 11.09 -0.29
C -4.68 10.60 1.08
N -4.67 10.21 2.16
H -4.66 8.26 -0.42
H -5.20 8.16 -2.10
H -3.66 8.93 -1.72
H -6.42 9.98 -0.90
H -5.47 10.61 -2.22
H -5.16 12.07 -0.31
H -3.65 11.24 -0.62
*
```

LUMO energy: -0.80 eV
structure (SMILES): Cc1ccc(C(C)C)c(OCC2=C(OCCNC[C@H](C)O)C(=O)C(C[C@H](C)O)=C(Br)C2=O)c1.CCCC#N.CCCC#N.CCCC#N.CCCC#N
energy: -133298.3519 eV

[2]
DFT (ωB97M-V/def2-TZVPD) results for a structure of composition C41H63OP2PdSSi in a non-equilibrium geometry.

```
! wB97M-V def2-TZVPD RIJCOSX def2/J DEFGRID3
* xyz 3 1
Pd -0.83 -0.20 -0.11
C -3.47 -0.48 -3.25
Si -1.90 0.13 -2.30
C -1.99 2.09 -2.26
C -2.69 2.71 -3.29
C -3.03 4.05 -3.22
C -2.64 4.81 -2.13
C -1.94 4.22 -1.10
C -1.60 2.86 -1.15
P -0.64 2.16 0.24
C 0.78 3.37 0.51
C 1.37 3.79 -0.84
C 2.47 4.82 -0.60
C 3.56 4.26 0.29
C 2.98 3.81 1.63
C 1.87 2.77 1.38
C -1.73 2.13 1.78
C -1.13 1.06 2.71
C -1.67 1.21 4.13
C -1.17 2.51 4.75
C -1.06 3.64 3.73
C -2.00 3.44 2.54
C -0.38 -0.62 -3.34
C -0.47 -0.50 -4.72
C 0.36 -1.24 -5.55
C 1.31 -2.09 -5.01
C 1.42 -2.21 -3.64
C 0.59 -1.46 -2.79
P 0.87 -1.59 -0.98
C 2.69 -1.31 -0.64
C 3.06 -0.04 -1.41
C 4.44 0.46 -0.97
C 5.48 -0.64 -1.19
C 5.09 -1.89 -0.42
C 3.73 -2.40 -0.90
C 0.23 -3.25 -0.40
C 0.87 -4.51 -0.99
C 0.75 -5.67 0.01
C 1.58 -5.40 1.26
C 1.47 -3.95 1.73
C 0.25 -3.25 1.15
H -3.44 -0.15 -4.28
H -4.38 -0.09 -2.80
H -3.54 -1.57 -3.26
H -3.01 2.14 -4.15
H -3.59 4.50 -4.03
H -2.88 5.86 -2.09
H -1.65 4.82 -0.25
H 0.34 4.25 1.00
H 0.61 4.22 -1.49
H 1.79 2.91 -1.35
H 2.04 5.72 -0.14
H 2.88 5.12 -1.57
H 4.31 5.02 0.48
H 4.04 3.41 -0.20
H 2.57 4.66 2.16
H 3.75 3.37 2.25
H 1.48 2.46 2.35
H 2.29 1.89 0.89
H -2.69 1.76 1.38
H -0.04 1.16 2.76
H -1.36 0.05 2.34
H -1.36 0.36 4.74
H -2.76 1.20 4.09
H -0.20 2.35 5.23
H -1.85 2.80 5.56
H -0.03 3.72 3.38
H -1.29 4.59 4.21
H -1.96 4.30 1.88
H -3.02 3.39 2.93
H -1.22 0.13 -5.17
H 0.25 -1.16 -6.62
H 1.97 -2.66 -5.65
H 2.14 -2.89 -3.22
H 2.71 -1.08 0.44
H 2.30 0.73 -1.23
H 3.08 -0.25 -2.48
H 4.42 0.73 0.09
H 4.70 1.34 -1.56
H 6.46 -0.29 -0.85
H 5.56 -0.86 -2.26
H 5.05 -1.68 0.65
H 5.84 -2.67 -0.58
H 3.50 -3.32 -0.35
H 3.80 -2.63 -1.96
H -0.82 -3.20 -0.73
H 1.94 -4.36 -1.18
H 0.39 -4.77 -1.93
H 1.07 -6.59 -0.46
H -0.31 -5.79 0.27
H 2.63 -5.65 1.07
H 1.26 -6.09 2.05
H 2.37 -3.40 1.48
H 1.40 -3.93 2.82
H 0.18 -2.22 1.53
H -0.64 -3.79 1.49
O -2.60 -1.26 0.92
S -3.59 -2.36 0.59
C -3.50 -3.46 2.07
C -4.87 -3.41 2.72
C -5.39 -1.99 2.55
C -5.23 -1.68 1.07
H -2.73 -3.03 2.70
H -3.22 -4.46 1.76
H -4.80 -3.68 3.78
H -5.56 -4.12 2.24
H -4.80 -1.29 3.15
H -6.43 -1.90 2.85
H -5.25 -0.62 0.83
H -5.97 -2.21 0.46
*
```

LUMO energy (spin up / spin down): -11.53 / -11.53 eV
energy: -86333.0261 eV

[3]
DFT (ωB97M-V/def2-TZVPD) results for a structure of composition C41H65AsFN3RuSi5 in a non-equilibrium geometry.

```
! wB97M-V def2-TZVPD RIJCOSX def2/J DEFGRID3
* xyz -1 2
Ru -0.27 -0.64 0.56
C 1.37 2.41 3.40
Si 0.14 1.01 3.80
C -1.59 1.77 3.64
C 0.29 0.81 5.70
C 0.47 -0.49 2.73
C 1.88 -0.60 2.32
C 3.00 -0.38 3.13
C 4.26 -0.62 2.64
C 4.41 -1.06 1.32
C 3.27 -1.23 0.57
N 2.05 -1.02 1.04
Si 0.05 -2.21 3.43
C -1.78 -2.58 3.71
C 0.75 -2.41 5.20
C 0.97 -3.59 2.51
H 0.86 3.37 3.48
H 1.77 2.33 2.39
H 2.21 2.42 4.10
H -1.58 2.78 4.07
H -2.34 1.20 4.19
H -1.91 1.86 2.60
H 0.22 1.79 6.17
H 1.24 0.35 6.00
H -0.52 0.19 6.10
H 2.85 -0.05 4.15
H 5.13 -0.49 3.27
H 5.39 -1.25 0.90
H 3.34 -1.56 -0.46
H -2.24 -1.83 4.36
H -1.87 -3.55 4.20
H -2.33 -2.62 2.77
H 0.19 -1.82 5.93
H 1.80 -2.13 5.27
H 0.66 -3.46 5.50
H 0.88 -3.49 1.43
H 0.55 -4.57 2.78
H 2.03 -3.59 2.77
C 0.04 -1.19 -1.35
C 0.14 -2.05 -2.24
C 0.25 -3.01 -3.23
C -0.97 -3.41 -3.94
C -1.94 -2.46 -4.30
C -3.12 -2.85 -4.91
C -3.37 -4.19 -5.18
C -2.42 -5.14 -4.83
C -1.24 -4.76 -4.22
C 1.53 -3.62 -3.50
C 1.82 -4.27 -4.72
C 3.06 -4.82 -4.96
C 4.07 -4.73 -4.01
C 3.81 -4.09 -2.81
C 2.57 -3.55 -2.55
H -1.73 -1.42 -4.11
H -3.85 -2.10 -5.19
H -4.30 -4.49 -5.65
H -2.61 -6.19 -5.01
H -0.52 -5.51 -3.92
H 1.06 -4.30 -5.49
H 3.25 -5.31 -5.91
H 5.05 -5.16 -4.21
H 4.59 -4.02 -2.06
H 2.35 -3.08 -1.60
C 0.29 6.53 -0.54
Si 0.40 5.02 0.64
C -1.14 5.18 1.74
C 1.93 5.54 1.68
As -0.01 1.79 0.05
Si 1.94 1.99 -1.27
C 3.39 2.29 -0.06
C 2.50 0.62 -2.46
C 1.98 3.54 -2.39
Si -1.60 2.27 -1.63
C -1.49 1.23 -3.22
C -3.37 2.22 -0.92
C -1.53 4.08 -2.24
H 0.13 7.45 0.03
H -0.52 6.44 -1.27
H 1.22 6.66 -1.11
H -1.10 6.09 2.36
H -1.25 4.32 2.40
H -2.04 5.24 1.13
H 1.72 6.48 2.21
H 2.79 5.72 1.03
H 2.22 4.80 2.42
H 3.44 1.50 0.70
H 3.25 3.24 0.46
H 4.35 2.32 -0.57
H 2.34 -0.37 -2.03
H 3.55 0.72 -2.71
H 1.92 0.66 -3.39
H 1.58 4.41 -1.87
H 1.39 3.38 -3.29
H 3.01 3.76 -2.69
H -0.96 0.30 -3.04
H -0.94 1.78 -4.00
H -2.48 1.00 -3.61
H -3.44 1.54 -0.08
H -4.10 1.91 -1.67
H -3.65 3.22 -0.57
H -0.55 4.37 -2.60
H -1.81 4.75 -1.43
H -2.25 4.22 -3.05
N -2.99 -1.32 -1.37
C -3.56 -1.19 -0.15
C -4.89 -1.61 0.06
C -5.48 -1.40 1.28
C -4.74 -0.81 2.29
C -3.44 -0.44 2.01
N -2.85 -0.60 0.83
H -3.38 -2.00 -2.00
H -1.97 -1.26 -1.37
H -5.42 -2.08 -0.76
H -6.51 -1.69 1.44
H -5.15 -0.65 3.28
H -2.83 0.01 2.78
F -1.05 -2.54 0.76
*
```

expectation value of S²: 0.802
LUMO energy (spin up / spin down): 1.08 / 1.10 eV
energy: -153571.8072 eV

[4]
DFT (ωB97M-V/def2-TZVPD) results for a structure of composition C41H65N6O4SSbTi.

```
! wB97M-V def2-TZVPD RIJCOSX def2/J DEFGRID3
* xyz 2 1
Ti -0.69 0.02 0.16
N 1.09 0.29 -1.11
C 1.79 1.53 -0.85
C 3.09 1.77 -1.15
C 3.63 3.06 -0.96
C 2.83 4.09 -0.54
C 1.47 3.85 -0.21
C 0.58 4.86 0.22
C -0.70 4.52 0.57
C -1.08 3.16 0.52
N -0.29 2.20 0.09
C 0.97 2.54 -0.31
H 1.74 -0.48 -1.17
H 0.65 0.36 -2.03
H 3.71 0.98 -1.57
H 4.67 3.25 -1.20
H 3.23 5.09 -0.44
H 0.91 5.89 0.28
H -1.41 5.25 0.90
H -2.06 2.88 0.87
C -4.06 1.11 0.63
C -4.37 1.50 -0.81
C -3.81 2.86 -1.24
C -4.06 0.48 -1.89
C -5.03 0.40 -2.89
C -4.85 -0.38 -4.01
C -3.70 -1.13 -4.12
C -2.71 -1.14 -3.14
C -1.60 -2.15 -3.38
C -0.17 -1.64 -3.28
C -1.83 -3.40 -2.53
C -2.89 -0.30 -2.02
N -1.88 -0.16 -1.02
H -4.42 1.88 1.32
H -3.00 0.96 0.83
H -4.56 0.17 0.90
H -5.46 1.61 -0.83
H -2.74 2.80 -1.44
H -4.00 3.63 -0.49
H -4.28 3.18 -2.17
H -5.93 0.99 -2.79
H -5.60 -0.41 -4.79
H -3.56 -1.77 -4.99
H -1.73 -2.46 -4.42
H 0.10 -1.52 -2.23
H -0.05 -0.69 -3.80
H 0.52 -2.36 -3.72
H -1.91 -3.15 -1.48
H -1.02 -4.12 -2.66
H -2.76 -3.90 -2.82
C -2.74 -0.74 3.49
C -1.81 0.19 4.26
C -1.75 -0.28 5.71
C -2.39 1.60 4.19
Sb 0.15 0.19 3.26
C 1.16 1.95 4.06
C 0.67 3.16 3.27
C 0.92 2.17 5.55
C 2.67 1.81 3.81
C 1.30 -1.47 4.10
C 2.57 -1.64 3.25
C 0.48 -2.75 3.99
C 1.70 -1.25 5.56
H -3.78 -0.58 3.81
H -2.51 -1.80 3.65
H -2.74 -0.55 2.41
H -2.75 -0.22 6.15
H -1.09 0.32 6.33
H -1.44 -1.33 5.79
H -3.40 1.58 4.61
H -2.48 1.97 3.16
H -1.82 2.33 4.76
H -0.41 3.31 3.31
H 0.99 3.10 2.23
H 1.14 4.06 3.69
H -0.13 2.22 5.82
H 1.36 3.13 5.83
H 1.39 1.41 6.17
H 2.90 1.53 2.77
H 3.13 1.08 4.47
H 3.15 2.77 4.00
H 2.33 -1.70 2.18
H 3.05 -2.58 3.54
H 3.30 -0.84 3.40
H 0.42 -3.07 2.95
H -0.53 -2.68 4.39
H 1.00 -3.55 4.54
H 2.32 -0.36 5.70
H 2.31 -2.11 5.87
H 0.85 -1.19 6.23
C 4.78 -6.24 3.14
C 4.08 -7.35 2.37
S 3.21 -6.81 0.93
O 2.70 -7.95 0.23
O 4.00 -5.82 0.23
C 1.79 -5.90 1.55
C 0.98 -5.53 0.32
N 0.26 -4.26 0.49
C 0.75 -3.05 0.13
N -0.15 -2.09 0.39
C -1.24 -2.71 0.93
C -0.99 -4.03 1.01
N -1.85 -5.02 1.62
O -1.44 -6.16 1.68
O -2.91 -4.61 2.05
C 2.12 -2.84 -0.42
H 5.41 -6.68 3.91
H 4.06 -5.59 3.64
H 5.40 -5.64 2.48
H 3.35 -7.90 2.97
H 4.78 -8.09 1.97
H 2.19 -5.01 2.04
H 1.22 -6.50 2.25
H 0.26 -6.30 0.07
H 1.62 -5.39 -0.55
H -2.15 -2.21 1.23
H 2.67 -3.77 -0.52
H 2.70 -2.21 0.25
H 2.07 -2.40 -1.41
*
```

LUMO energy: -6.01 eV
energy: -101176.4131 eV

Which formula does entry 1 have?
C41H62BrN5O6

Look up the energy of the first one.
-133298.3519 eV

Which value of energy does entry 3 give?
-153571.8072 eV

The highest energy belongs to which entry?
C41H63OP2PdSSi